Record 1
Formula: C42H49BrN6OPbSe2Si
Source: OMol25
Level of theory: ωB97M-V/def2-TZVPD

Calculated values
* multiplicity: 1
* Kohn-Sham gap (spin up / spin down): 5.899 / 4.456 eV
* net charge: +4
* E_LUMO (spin up / spin down): -11.428 / -12.242 eV

Geometry as XYZ:
```
103
Properties=species:S:1:pos:R:3:forces:R:3:mulliken_charge:R:1
Pb 0.41317 -0.28868 -0.23228 0.3 -0.2 0.0 0.733
Br -0.98286 1.95238 0.13048 -0.2 0.3 0.1 0.170
Se -2.93682 -1.13749 -1.68671 0.1 0.1 -0.1 0.313
Se -1.63984 -2.11774 -3.26800 -0.1 -0.1 0.0 0.225
Si -3.14778 4.58122 0.07921 0.1 -0.1 0.0 -2.404
O 9.40019 0.03322 9.52200 -0.1 0.0 -0.1 -0.347
N 5.87108 0.14930 4.26265 0.0 0.0 0.0 -0.746
N -0.83720 0.50907 -3.42581 0.0 0.0 -0.1 0.056
N 0.77530 -0.21823 2.22002 0.0 0.0 -0.1 -0.083
N 2.80263 0.22576 0.45825 -0.1 -0.1 -0.1 -0.262
N -1.53241 -2.34593 0.34819 0.1 0.0 0.2 0.150
N 4.21707 -0.05907 5.74722 0.0 0.0 -0.1 -0.128
C -4.74713 2.21485 -0.22939 -0.1 0.0 0.0 -1.561
C -2.99273 6.81590 -1.43389 0.0 0.0 0.0 -1.703
C -3.55590 -3.53226 -0.19415 0.0 -0.1 0.1 -0.468
C 3.63554 -0.02249 4.51551 -0.1 0.0 0.0 0.013
C 5.12380 0.44793 -0.07516 0.0 0.0 0.0 -1.010
C -0.91373 6.34920 -0.10750 0.0 0.0 0.0 -2.009
C 4.44468 0.18719 2.20263 0.0 0.0 0.0 0.265
C -3.82924 6.20684 2.12720 0.0 0.0 0.0 -1.692
C 8.56107 0.04583 8.54113 0.0 0.0 0.1 0.910
C -3.22006 4.79320 1.94382 0.0 -0.2 0.0 2.506
C 10.83470 0.17896 9.31311 0.0 0.0 0.0 -0.821
C 3.77476 0.38272 -0.42807 0.0 0.1 0.0 -0.079
C 2.26403 -0.11320 4.10041 0.0 0.0 0.0 0.650
C 7.93120 0.19674 6.23118 0.0 0.0 0.0 -0.744
C 5.46135 0.35333 1.25266 0.0 0.0 0.0 -0.343
C 5.57734 0.04858 5.55225 0.0 0.0 0.0 0.194
C -2.64778 -2.50598 -0.35388 -0.2 0.0 -0.1 0.019
C -4.51974 3.63033 -0.78799 0.1 -0.1 -0.1 2.738
C 4.68518 0.10449 3.61953 0.0 0.0 -0.1 0.777
C -2.03477 5.70351 -0.93532 0.1 -0.1 0.1 2.689
C -0.52073 1.64212 -4.04979 0.0 0.0 0.0 -0.213
C 6.56260 0.04363 6.59871 0.0 0.0 0.0 0.661
C -1.30482 -0.48688 -5.58671 0.1 0.1 0.1 -0.698
C -3.25837 -4.49546 0.76821 0.0 0.0 0.0 -0.348
C 7.18651 -0.11252 8.91988 0.0 0.0 -0.1 -0.779
C -1.37420 5.00599 -2.13934 -0.1 0.1 0.0 -1.723
C -2.09086 -4.36749 1.50213 0.0 0.0 0.0 -0.864
C -1.84453 4.72096 2.63230 0.0 0.1 0.0 -1.550
C -0.25103 -0.32351 3.05375 0.0 0.0 0.0 -0.426
C -4.13015 3.76817 2.63693 0.0 0.1 0.0 -1.923
C 6.22038 -0.11176 7.96574 0.0 0.0 0.0 -0.521
C 2.02488 -0.08205 2.71398 0.0 0.0 -0.1 -0.010
C -0.96195 0.70683 -6.21473 0.0 0.0 0.0 -0.447
C -1.26370 -3.27578 1.26782 -0.1 -0.1 0.0 -0.129
C 3.12086 0.11268 1.76390 -0.1 0.0 0.0 0.083
C -1.22026 -0.49740 -4.20537 0.0 0.0 0.0 0.461
C -0.57232 1.78290 -5.43532 0.0 0.0 0.0 -0.629
C -4.30485 3.49396 -2.30183 -0.1 0.0 0.0 -1.970
C -5.77926 4.50042 -0.54084 0.0 0.0 0.0 -1.736
C -0.10146 -0.32613 4.43831 0.0 0.0 0.0 -1.430
C 8.91565 0.20062 7.16806 0.0 0.0 0.0 -0.381
C 1.16583 -0.23390 4.96175 0.0 0.0 0.0 -0.333
H -2.08487 4.73309 -2.91357 0.0 0.0 0.0 0.408
H -3.43293 2.88060 -2.53577 0.0 0.0 0.0 0.295
H -0.20008 5.61330 0.26360 0.0 0.0 0.0 0.345
H -1.23314 -0.41060 2.60479 0.0 0.0 0.0 0.737
H -4.17746 4.02350 3.69777 0.0 0.0 0.0 0.620
H 1.30638 -0.24880 6.03492 0.0 0.0 0.0 0.486
H -0.30580 2.72674 -5.88931 0.0 0.0 0.0 0.468
H 6.49139 0.40375 1.57933 0.0 0.0 0.0 0.622
H -0.66627 5.70981 -2.58226 0.0 0.0 0.0 0.566
H 8.16959 0.31062 5.18336 0.0 0.0 0.0 0.532
H 5.19114 -0.23721 8.27213 0.0 0.0 0.0 0.328
H 11.19187 -0.64444 8.69791 0.0 0.0 0.0 0.384
H -4.20604 4.45105 -2.80868 0.0 0.0 0.0 0.409
H -4.45610 -3.58860 -0.79025 0.0 0.0 0.0 0.458
H 11.26284 0.12994 10.30724 0.0 0.0 0.0 0.262
H -0.81574 4.11718 -1.84376 0.0 0.0 0.0 0.146
H -3.79741 6.44075 -2.06535 0.0 0.0 0.0 0.348
H -4.83362 6.29246 1.70788 0.0 0.0 0.0 0.363
H -3.73460 2.75482 2.55918 0.0 0.0 0.0 0.308
H 5.87483 0.57667 -0.84059 0.0 0.0 0.0 0.461
H -5.68928 5.50054 -0.96917 0.0 0.0 0.0 0.396
H -3.91260 6.39954 3.19945 0.0 0.0 0.0 0.535
H -0.21138 2.46661 -3.41888 0.0 0.0 0.0 0.392
H 11.03314 1.14556 8.85447 0.0 0.0 0.0 0.385
H -0.35290 -3.14029 1.83906 0.0 0.0 0.0 0.463
H -0.96932 -0.40772 5.07602 0.0 0.0 0.0 0.499
H -1.62279 -1.35316 -6.15022 0.0 0.0 0.0 0.466
H -1.19342 5.54960 2.37325 0.0 0.0 0.0 0.346
H -3.43424 7.38859 -0.61639 0.0 0.0 0.0 0.384
H -3.85136 1.59807 -0.32261 0.0 0.0 0.0 0.071
H -1.00648 0.78648 -7.29232 0.0 0.0 0.0 0.458
H -6.03318 4.60033 0.51328 0.0 0.0 0.0 0.347
H 3.47945 0.47180 -1.46694 0.0 0.0 0.0 0.438
H -0.36970 7.03841 -0.75696 0.0 0.0 0.0 0.615
H -1.28620 6.93438 0.73024 0.0 0.0 0.0 0.435
H 3.74850 -0.13065 6.63508 0.0 0.0 0.0 0.203
H -2.41039 7.51718 -2.03643 0.0 0.0 0.0 0.526
H -5.54447 1.75057 -0.81590 0.0 0.0 0.0 0.585
H 6.96234 -0.23174 9.97085 0.0 0.0 0.0 0.490
H -5.15261 3.77800 2.26566 0.0 0.0 0.0 0.391
H -6.62610 4.01660 -1.03348 0.0 0.0 0.0 0.533
H 9.94919 0.31837 6.87906 0.0 0.0 0.0 0.500
H -3.92858 -5.32919 0.92894 0.0 0.0 0.0 0.464
H -3.21097 6.99767 1.70508 0.0 0.0 0.0 0.341
H -5.06523 2.20666 0.80859 0.0 0.0 0.0 0.285
H -2.01324 4.76765 3.71066 0.0 0.0 0.0 0.527
H -1.32134 3.78824 2.41875 0.0 0.0 0.0 0.204
H -1.81820 -5.09928 2.24905 0.0 0.0 0.0 0.447
H -5.18476 3.00233 -2.72379 0.0 0.0 0.0 0.627
```
Forces are in eV/Å.


Record 2
Formula: C42H49N4O6P2SSr
Source: OMol25
Level of theory: ωB97M-V/def2-TZVPD

Calculated values
* multiplicity: 1
* Kohn-Sham gap: 9.160 eV
* net charge: +1
* E_LUMO: -1.736 eV

Geometry as XYZ:
```
105
Properties=species:S:1:pos:R:3:forces:R:3:mulliken_charge:R:1
Sr 0.62062 1.45503 -2.28398 0.9 0.6 1.3 0.710
S -2.09013 0.89271 -3.39108 -0.4 -0.3 -0.3 1.395
P 1.98955 -1.38224 1.61642 -0.2 -0.2 0.2 0.540
P -0.81937 -0.21898 1.32167 0.1 -0.3 0.2 0.910
O -2.66674 0.35733 -4.59063 0.0 0.1 0.1 -0.750
O -1.21850 -0.06439 -2.66541 -0.3 -0.3 -0.2 -0.549
O 2.12917 -1.13430 0.15175 -0.1 0.1 -0.2 -0.210
O -1.33191 2.14637 -3.55832 -0.3 0.3 -0.2 -0.944
O -0.41388 0.62471 0.16499 -0.1 0.1 -0.4 1.556
O 2.26186 -0.55008 -2.49893 -0.2 0.3 -0.2 -0.209
N 1.38428 0.78250 -4.71423 0.0 -0.2 0.5 0.042
N 3.26585 2.57702 -2.52438 -0.3 0.0 -0.1 -0.143
N 2.08053 2.02279 0.08657 -0.2 -0.1 -0.2 0.614
N -0.37972 3.49172 -0.69119 0.0 -0.1 -0.2 -0.113
C -4.75871 2.81216 -1.04603 0.0 0.1 0.0 -0.752
C 0.63583 -0.43051 2.41167 0.1 0.0 0.0 -1.640
C -1.42371 -2.30110 -0.37122 -0.1 -0.1 -0.1 -0.104
C 4.68709 -0.99532 1.82120 0.0 0.0 -0.1 -0.770
C 3.47943 -0.91241 2.50780 -0.1 0.0 0.1 0.820
C -6.53763 2.05702 0.55516 -0.1 0.0 0.1 -1.671
C 3.51587 2.04759 -0.13435 0.1 0.0 0.1 -0.488
C -4.06068 0.20292 -1.64583 0.0 0.1 0.0 -0.522
C -2.08966 -4.07689 1.66372 0.0 -0.1 0.0 -0.816
C 1.56594 -3.59891 3.26908 0.0 0.1 0.1 -0.758
C 1.63643 -3.11585 1.96408 0.1 0.1 0.1 0.774
C 1.01887 1.47760 -5.79025 0.0 0.0 -0.3 -0.356
C 1.50074 3.10287 0.87731 0.1 0.0 0.1 -0.312
C -1.70129 -2.78755 1.97110 0.0 0.1 0.2 -0.610
C -2.08995 0.55921 2.33133 0.0 -0.1 0.0 0.568
C 1.43795 -3.97989 0.89672 0.0 0.0 -0.1 -0.286
C 0.97522 -1.22223 -5.91575 0.0 -0.2 0.1 -0.903
C 1.34830 -0.54732 -4.75878 0.1 -0.1 -0.3 0.567
C -4.36736 0.70399 3.10299 0.0 0.0 0.0 -0.886
C 1.07683 -5.79254 2.43062 0.0 0.0 0.0 -0.656
C -5.43511 1.77189 -0.42052 0.0 -0.1 0.0 1.014
C 5.87265 -0.67204 2.46021 0.0 0.0 0.0 -0.826
C -4.07438 1.88492 3.76507 0.0 0.0 0.0 -0.634
C -5.07417 0.46386 -0.73973 0.0 0.0 0.0 -0.798
C 1.28148 -4.93297 3.50294 0.0 0.0 0.0 -0.714
C 4.65872 -0.17790 4.47611 0.0 0.0 0.0 -0.763
C 0.68275 4.12176 0.09209 0.1 0.2 0.0 -1.008
C -3.39798 1.26050 -2.25459 0.1 -0.2 0.0 0.189
C 1.69711 -1.35437 -3.52447 0.0 -0.2 0.0 -0.445
C -3.74768 2.56422 -1.96215 0.0 0.2 0.0 -0.563
C 0.61798 0.88384 -6.97014 0.0 0.1 0.0 -0.751
C 3.47154 -0.49979 3.83797 -0.1 0.0 0.1 -0.474
C 1.15698 -5.31713 1.13212 0.0 0.0 0.0 -0.569
C 5.85989 -0.26559 3.78648 0.0 0.0 0.0 -0.535
C -1.80605 1.75194 2.99495 0.1 0.1 0.0 -0.483
C 3.92018 2.96317 -1.27346 0.2 0.1 0.0 -1.110
C -3.37964 0.04330 2.38692 -0.1 0.0 0.0 -0.454
C -1.81585 -3.60010 -0.67700 0.0 0.0 -0.1 -0.770
C -2.15018 -4.48275 0.33509 0.0 0.0 0.0 -0.816
C -1.37392 -1.89135 0.95281 0.1 0.2 0.0 0.572
C 0.59627 -0.50020 -7.02852 0.0 0.0 0.0 -0.410
C -2.79014 2.41117 3.70939 0.0 0.0 0.0 -0.859
H 5.01432 2.96124 -1.34768 0.0 0.0 0.0 0.435
H -2.55924 3.33458 4.22383 0.0 0.0 0.0 0.489
H -1.17706 -1.60665 -1.15829 0.0 0.1 -0.1 0.127
H 0.77718 -1.82839 -3.16448 0.0 0.0 0.0 0.141
H 1.33227 4.66467 -0.60003 0.0 0.0 0.0 0.386
H -2.34353 -4.76921 2.45568 0.0 0.0 0.0 0.493
H 3.62755 3.99170 -1.04709 0.0 0.0 0.0 0.367
H -5.02945 3.83771 -0.82212 0.0 0.0 0.0 0.418
H 4.69520 -1.30682 0.78393 0.0 0.0 0.0 0.426
H 1.04707 2.55678 -5.69690 0.0 0.0 0.0 0.450
H -3.78991 -0.81510 -1.88428 0.0 -0.1 0.0 0.499
H -4.84493 2.39787 4.32536 0.0 0.0 0.0 0.440
H 0.96825 -2.30481 -5.93497 0.0 0.0 0.0 0.471
H 1.23023 -5.30598 4.51720 0.0 0.0 0.0 0.444
H 0.37066 -0.89184 3.36567 -0.1 -0.1 0.0 0.959
H 3.63995 1.70360 -2.88329 0.0 0.0 0.0 0.134
H -3.23283 3.38252 -2.44898 0.0 0.0 0.0 0.578
H -5.59770 -0.36385 -0.27531 0.0 0.0 0.0 0.298
H -3.62538 -0.87035 1.86241 0.0 0.0 0.0 0.395
H 2.40147 -2.14336 -3.80345 0.0 0.0 -0.1 0.554
H 0.84421 2.65917 1.62973 0.0 0.0 0.0 -0.041
H 1.49474 -3.60076 -0.11539 0.0 0.0 0.0 0.333
H -0.81125 2.18165 2.95932 0.0 0.0 0.0 0.084
H 0.86105 -6.83753 2.61194 0.0 0.0 0.0 0.424
H 6.78750 -0.01448 4.28338 0.0 0.0 0.0 0.415
H -1.66214 -2.48333 3.01196 0.0 0.0 0.0 0.423
H 2.21938 -1.00977 -1.63912 0.1 0.0 0.1 0.428
H -5.36758 0.29285 3.13931 0.0 0.0 0.0 0.479
H -1.02581 2.97217 -0.10235 0.1 0.0 0.0 -0.110
H 3.82232 1.02303 -0.36524 0.0 0.0 0.0 0.143
H 6.80825 -0.73789 1.92102 0.0 0.0 0.0 0.445
H 0.99916 -5.98671 0.29665 0.0 0.0 0.0 0.475
H -6.90297 1.14008 1.01669 0.0 0.0 0.0 0.320
H 0.32219 1.48969 -7.81404 0.0 0.0 0.0 0.441
H -1.86651 -3.91119 -1.71325 0.0 0.0 0.0 0.506
H -2.45798 -5.49232 0.09386 0.0 0.0 0.0 0.426
H 1.80414 1.12407 0.45864 0.0 0.0 -0.1 -0.466
H 3.44187 3.28030 -3.23150 0.0 0.0 -0.1 0.216
H 4.64552 0.14301 5.50903 0.0 0.0 0.0 0.431
H 1.74497 -2.94271 4.11507 0.0 0.0 0.0 0.373
H -6.19960 2.72461 1.34975 0.0 0.0 0.0 0.316
H -7.38314 2.53887 0.06124 0.0 0.0 0.0 0.448
H 2.28316 3.64230 1.42625 0.0 0.0 0.0 0.393
H -0.92488 4.18864 -1.18552 0.0 0.0 0.0 0.287
H 0.28475 -1.00885 -7.93063 0.0 0.0 0.0 0.437
H 0.99097 0.58267 2.63200 0.1 -0.1 0.0 0.788
H 4.07041 2.34558 0.76862 0.0 0.0 0.0 0.356
H 2.54319 -0.41673 4.39163 0.0 0.0 0.0 0.388
H 0.29837 4.85982 0.80834 0.0 0.0 0.0 0.491
```
Forces are in eV/Å.


Among the records above, which one has the highest net charge?
C42H49BrN6OPbSe2Si


Among the records above, which one has the lowest net charge?
C42H49N4O6P2SSr